{"formula": "C18H39N7O28S4", "method": "ωB97M-V/def2-TZVPD", "homo_lumo_gap_ha": [0.3325, 0.1839], "charge": 1, "multiplicity": 2, "elements": ["C", "N", "O", "O", "H", "H", "H", "C", "N", "O", "O", "H", "H", "H", "C", "N", "O", "O", "H", "H", "H", "C", "N", "O", "O", "H", "H", "H", "C", "N", "O", "O", "H", "H", "H", "C", "N", "O", "O", "H", "H", "H", "C", "C", "O", "S", "O", "O", "O", "H", "H", "H", "H", "C", "C", "O", "S", "O", "O", "O", "H", "H", "H", "H", "C", "C", "O", "S", "O", "O", "O", "H", "H", "H", "H", "C", "C", "O", "S", "O", "O", "O", "H", "H", "H", "H", "N", "C", "C", "C", "C", "H", "H", "H", "H", "H"], "coordinates": [[-20.2577, -13.4865, -15.9007], [-20.9143, -13.5132, -14.5407], [-20.3419, -14.1618, -13.6915], [-21.9047, -12.9141, -14.4721], [-20.7025, -12.6742, -16.4755], [-20.4563, -14.4368, -16.3962], [-19.1706, -13.4073, -15.9108], [-22.3208, -8.6817, -18.7440], [-21.7378, -9.4490, -17.5599], [-21.5382, -10.7005, -17.7329], [-21.4794, -8.7950, -16.5254], [-22.7962, -7.7421, -18.4625], [-23.0925, -9.2805, -19.2277], [-21.4771, -8.4269, -19.3855], [-23.1893, -5.9331, -11.6777], [-23.7289, -5.7824, -10.3111], [-24.7962, -6.3009, -10.0482], [-23.0039, -5.2472, -9.4241], [-22.1525, -5.6251, -11.8129], [-23.9305, -5.3137, -12.1828], [-23.2878, -6.9710, -11.9957], [-25.1906, -9.9274, -8.3606], [-25.8804, -11.0105, -7.6199], [-25.8488, -10.8958, -6.4043], [-26.4586, -11.8789, -8.2783], [-26.0059, -9.3848, -8.8390], [-24.5541, -10.4205, -9.0954], [-24.7197, -9.4198, -7.5187], [-29.0435, -10.7240, -11.8113], [-28.1088, -9.8626, -10.9426], [-26.8656, -9.8795, -11.0209], [-28.6768, -9.1249, -10.0979], [-29.7341, -11.3302, -11.2249], [-28.3671, -11.3917, -12.3450], [-29.5842, -10.1469, -12.5614], [-19.6783, -7.8637, -14.0035], [-19.1113, -9.1042, -13.3718], [-18.9444, -9.9450, -14.2010], [-18.8321, -9.1628, -12.2198], [-20.5376, -8.1675, -14.6014], [-18.7697, -7.5002, -14.4836], [-20.0466, -7.0761, -13.3461], [-17.9140, -11.9942, -11.4697], [-18.8444, -12.9479, -10.6627], [-17.9833, -13.6332, -9.8192], [-16.3926, -13.8463, -10.4469], [-16.2765, -15.0914, -11.2106], [-15.3146, -13.4698, -9.5272], [-16.6495, -12.5956, -11.6012], [-17.9218, -10.9852, -11.0576], [-18.3668, -11.9638, -12.4607], [-19.3097, -13.6162, -11.3872], [-19.6795, -12.4516, -10.1683], [-26.7561, -13.7750, -18.5385], [-25.5598, -14.5250, -18.0695], [-24.6719, -13.5730, -17.6491], [-25.4522, -12.3375, -16.8793], [-24.7734, -11.0928, -16.8994], [-25.8902, -12.8356, -15.5332], [-26.6146, -12.4952, -18.0247], [-27.7119, -14.1924, -18.2217], [-26.7473, -13.7871, -19.6284], [-25.0914, -15.1731, -18.8102], [-25.7363, -15.2039, -17.2353], [-23.2116, -9.7399, -13.9480], [-24.2039, -10.6121, -13.2349], [-23.8837, -10.4533, -11.8983], [-22.2435, -10.0701, -11.7029], [-21.4690, -11.2647, -11.4301], [-22.0851, -8.9820, -10.7300], [-22.0112, -9.6750, -13.2530], [-23.6221, -8.7345, -14.0407], [-23.0490, -10.1722, -14.9353], [-24.2268, -11.6701, -13.4962], [-25.2459, -10.2922, -13.2288], [-25.6796, -5.0915, -14.5192], [-26.3824, -5.2730, -15.8885], [-27.2699, -6.2643, -15.5955], [-26.6837, -7.4572, -14.4911], [-25.8376, -8.4956, -15.1946], [-27.5592, -7.8430, -13.4189], [-25.5963, -6.3555, -13.8771], [-26.2946, -4.5403, -13.8078], [-24.6906, -4.6359, -14.5667], [-25.6871, -5.6890, -16.6175], [-26.8130, -4.3365, -16.2429], [-25.3669, -13.1241, -10.8979], [-24.1194, -13.6656, -10.7803], [-24.2587, -15.0363, -10.8575], [-25.6198, -15.3486, -10.7163], [-26.2889, -14.1488, -11.0314], [-25.4471, -12.1252, -11.0237], [-23.2593, -13.0224, -10.6661], [-23.4796, -15.7587, -10.6639], [-26.1015, -16.3126, -10.6457], [-27.3288, -13.8572, -11.0213]]}

=====

{"formula": "C18H39NO8S5", "method": "ωB97M-V/def2-TZVPD", "homo_lumo_gap_ha": 0.3224, "charge": 0, "elements": ["C", "C", "C", "C", "C", "C", "C", "S", "O", "O", "O", "C", "C", "N", "C", "O", "H", "H", "H", "H", "H", "H", "H", "H", "H", "H", "H", "H", "H", "H", "H", "C", "S", "O", "C", "H", "H", "H", "H", "H", "H", "C", "S", "O", "C", "H", "H", "H", "H", "H", "H", "C", "S", "O", "C", "H", "H", "H", "H", "H", "H", "C", "S", "O", "C", "H", "H", "H", "H", "H", "H"], "coordinates": [[0.7528, -2.1076, 2.8805], [-0.1130, -1.7003, 2.1538], [-1.1769, -1.2174, 1.2710], [-1.3402, 0.3129, 1.1619], [-2.1008, 0.7123, -0.1164], [-3.2996, -0.1166, -0.5794], [-4.5995, 0.0859, 0.2239], [-4.9902, -1.2909, 1.2577], [-4.2327, -1.3032, 2.4762], [-5.0090, -2.4613, 0.4331], [-6.5092, -0.9761, 1.6477], [0.0523, 0.9800, 1.1040], [0.3280, 1.5423, 2.5260], [-0.8825, 1.1766, 3.3121], [-1.9094, 1.0101, 2.3966], [-3.0309, 1.4390, 2.5404], [1.5123, -2.4648, 3.5290], [-0.9344, -1.5736, 0.2612], [-2.1258, -1.6850, 1.5451], [-1.3981, 0.8057, -0.9478], [-2.4769, 1.7213, 0.0667], [-3.0878, -1.1845, -0.6744], [-3.5164, 0.2408, -1.5886], [-5.4522, 0.1405, -0.4559], [-4.5696, 1.0090, 0.8031], [-6.4925, -0.4867, 2.4840], [0.0030, 1.8532, 0.4516], [0.8672, 0.3141, 0.8262], [0.4412, 2.6287, 2.5266], [1.2080, 1.1095, 2.9946], [-1.1867, 1.9095, 3.9451], [5.4091, -1.3561, 2.0686], [4.0137, -0.4928, 2.7999], [3.6298, 0.5717, 1.8350], [4.9450, 0.3135, 4.1078], [5.0375, -1.8890, 1.1952], [6.1662, -0.6308, 1.7710], [5.8152, -2.0668, 2.7886], [5.7338, 0.9232, 3.6675], [5.3645, -0.4419, 4.7724], [4.2515, 0.9443, 4.6600], [-3.7402, 4.3934, -3.9530], [-2.5277, 3.3538, -3.1293], [-3.1049, 2.9880, -1.8072], [-1.3168, 4.6406, -2.8276], [-4.6014, 3.7708, -4.1859], [-4.0358, 5.2029, -3.2857], [-3.3112, 4.7879, -4.8740], [-1.7738, 5.4330, -2.2347], [-0.9554, 5.0258, -3.7808], [-0.4922, 4.1855, -2.2819], [3.5483, 0.4687, -0.9968], [3.2001, 1.1714, -2.6127], [1.7656, 1.5784, -2.6376], [3.2619, -0.4062, -3.4633], [3.4942, 1.2617, -0.2531], [2.8160, -0.3062, -0.7699], [4.5553, 0.0498, -1.0065], [2.5264, -1.0505, -2.9820], [4.2600, -0.8367, -3.3797], [3.0195, -0.2499, -4.5129], [1.5417, -5.0602, -0.7864], [1.6518, -3.7083, -1.9615], [1.9002, -2.4694, -1.1731], [-0.0858, -3.6955, -2.4106], [2.5290, -5.1976, -0.3505], [0.8233, -4.8017, -0.0083], [1.2396, -5.9676, -1.3090], [-0.6878, -3.5342, -1.5161], [-0.3432, -4.6426, -2.8844], [-0.2374, -2.8784, -3.1131]]}

=====

{"formula": "C18H40BBr2F4KN4O7", "method": "ωB97M-V/def2-TZVPD", "homo_lumo_gap_ha": 0.2994, "charge": 0, "elements": ["K", "B", "F", "F", "F", "F", "C", "C", "O", "C", "O", "O", "C", "H", "H", "H", "H", "H", "H", "H", "H", "C", "O", "N", "C", "C", "H", "H", "H", "H", "H", "H", "H", "C", "O", "N", "C", "C", "H", "H", "H", "H", "H", "H", "H", "C", "O", "N", "C", "C", "H", "H", "H", "H", "H", "H", "H", "C", "O", "N", "C", "C", "H", "H", "H", "H", "H", "H", "H", "Br", "C", "C", "Br", "H", "H", "H", "H"], "coordinates": [[12.2562, 5.7179, 29.4292], [9.8689, 5.0919, 29.2592], [10.1773, 3.7833, 29.7099], [10.4570, 6.0780, 30.0214], [10.3629, 5.2219, 27.9703], [8.5152, 5.2384, 29.2533], [10.6726, 0.4063, 24.4156], [10.4921, 1.8905, 24.1461], [10.1340, 2.5542, 25.2897], [9.6318, 3.7350, 25.1699], [9.5825, 4.2891, 24.0925], [9.3223, 4.2624, 26.3704], [8.6794, 5.4920, 26.6963], [9.8860, 0.0445, 25.0778], [11.5739, 0.2172, 24.9986], [10.6517, -0.1914, 23.5043], [9.6992, 1.8363, 23.4002], [11.4489, 2.2476, 23.7652], [8.5025, 6.1999, 25.8866], [9.2446, 6.0747, 27.4238], [7.7446, 5.1619, 27.1495], [6.3038, 2.3653, 27.3884], [7.3506, 1.6930, 27.2680], [6.2245, 3.6450, 27.8978], [4.9972, 4.4377, 27.8416], [7.4352, 4.1624, 28.5251], [5.3256, 2.1311, 26.9406], [4.8800, 4.9493, 28.7969], [4.2321, 3.7949, 27.4062], [5.1359, 5.1292, 27.0104], [8.1113, 3.3485, 28.7866], [7.9303, 4.9498, 27.9567], [7.0616, 4.4355, 29.5120], [10.8506, 0.3065, 27.3399], [11.8916, -0.1430, 26.7937], [10.5363, 1.6347, 27.5005], [11.4950, 2.7487, 27.4284], [9.2084, 2.0522, 28.0800], [10.1437, -0.3206, 27.9050], [12.3959, 2.3330, 26.9771], [11.6607, 3.2692, 28.3716], [11.1688, 3.5306, 26.7426], [8.4845, 1.2373, 28.0839], [9.3924, 2.4373, 29.0829], [8.8102, 2.8736, 27.4842], [9.4635, 3.9488, 32.7583], [9.8276, 3.8875, 33.9627], [8.9594, 2.9422, 31.9629], [8.0972, 3.3089, 30.8096], [8.9442, 1.5406, 32.3993], [9.4830, 4.9567, 32.3154], [7.0185, 3.2354, 30.9474], [8.2646, 2.6558, 29.9532], [8.4038, 4.3354, 30.6084], [8.1571, 1.4083, 33.1416], [8.6953, 0.7755, 31.6640], [9.7625, 1.3224, 33.0856], [12.2174, 3.2826, 30.2034], [12.9264, 4.3040, 30.3856], [12.6280, 2.1509, 29.5347], [11.9687, 0.9001, 29.6888], [13.9639, 2.1111, 28.9552], [11.1982, 3.2074, 30.6128], [10.8828, 0.9835, 29.6437], [12.1183, 0.6894, 30.7477], [12.3645, 0.1410, 29.0141], [13.8556, 1.6632, 27.9673], [14.4349, 3.0851, 28.8229], [14.5466, 1.4875, 29.6332], [8.4900, 8.7482, 27.1662], [8.7701, 7.0952, 28.2500], [7.9101, 7.1678, 29.4747], [8.5024, 8.3773, 30.9512], [9.8259, 7.0587, 28.5185], [8.5121, 6.2098, 27.6689], [7.6612, 6.1639, 29.8187], [6.9871, 7.5592, 29.0471]]}